C42H83BaN2O20 | wB97M-V/def2-TZVPD

Total charge: +1

Structure (XYZ):
```
148
C42H83BaN2O20, DFT wB97M-V/def2-TZVPD
Ba 2.5217 -0.9559 -3.0814
C -0.6304 0.4983 0.0079
C 0.4072 0.4656 -1.1205
O 0.0400 0.2195 -2.2940
O 1.6000 0.6294 -0.7840
H -0.8586 -0.5210 0.3245
H -1.5572 0.9448 -0.3638
H -0.3187 1.1243 0.8418
C -4.5810 -1.2513 1.3110
C -3.8266 -0.2094 1.8411
C -4.5004 0.6149 2.7313
C -5.7762 0.3196 3.1927
C -6.5061 -0.7225 2.6419
C -5.8882 -1.5234 1.6961
N -6.3550 1.2250 4.1923
O -7.5639 1.2929 4.2030
O -5.6165 1.8384 4.9231
H -4.1612 -1.8186 0.4848
H -2.8056 -0.0861 1.5168
H -4.0411 1.4866 3.1837
H -7.5593 -0.8347 2.8627
H -6.3146 -2.4511 1.3406
C 5.2542 0.5453 1.5549
C 5.8889 -0.4765 2.2456
C 5.1676 -1.4953 2.8460
C 3.7915 -1.3867 2.8708
C 3.1516 -0.3676 2.1820
C 3.8554 0.5786 1.4777
N 2.9662 -2.3549 3.6264
O 1.7636 -2.1994 3.5827
O 3.5480 -3.2812 4.1389
H 5.8096 1.2990 1.0112
H 6.9718 -0.4462 2.2434
H 5.7135 -2.2276 3.4254
H 2.0716 -0.3167 2.1143
H 3.4515 1.3927 0.8932
C 2.0239 4.3543 5.0098
O 2.8605 3.3219 4.5035
C 2.2793 2.0227 4.6149
C 0.9380 1.7273 3.9461
O -0.0894 2.4092 4.6288
C -1.3782 2.0828 4.1294
H 1.3806 4.0133 5.8255
H 1.3943 4.7227 4.1987
H 2.6270 5.1431 5.4604
H 2.2408 1.8367 5.6930
H 3.0519 1.3664 4.2136
H 0.7692 0.6580 4.1429
H 0.9562 1.8732 2.8602
H -1.3752 2.0945 3.0356
H -2.0571 2.8651 4.4666
H -1.7045 1.1272 4.5504
C 5.1065 1.5063 -2.1499
O 3.7751 1.4248 -2.6104
C 3.3927 2.5631 -3.4212
C 2.1289 2.2476 -4.2403
O 2.1229 0.9827 -4.9051
C 2.5766 0.9827 -6.2610
H 5.2271 2.4350 -1.5803
H 5.8514 1.4767 -2.9540
H 5.2879 0.6704 -1.4706
H 4.2350 2.6957 -4.1136
H 3.3610 3.4850 -2.8415
H 1.9189 3.1074 -4.8801
H 1.2694 2.1604 -3.5711
H 3.6246 1.2858 -6.3178
H 1.9643 1.6531 -6.8663
H 2.4483 -0.0415 -6.6093
C -6.5763 -0.4600 -2.1177
O -6.8601 0.0065 -3.4326
C -5.7591 0.4473 -4.1849
C -4.6860 -0.5662 -4.4975
O -3.9958 -1.1124 -3.3789
C -3.0642 -0.2454 -2.8025
H -6.3658 -1.5296 -2.1574
H -7.5247 -0.3107 -1.5934
H -5.8346 0.0639 -1.5095
H -5.3516 1.3947 -3.8161
H -6.1606 0.6590 -5.1831
H -3.9307 -0.0456 -5.1023
H -5.0750 -1.4023 -5.0744
H -3.5094 0.6753 -2.4080
H -2.2718 0.0461 -3.5013
H -2.5271 -0.7098 -1.9773
C -1.0962 -3.1277 2.2328
O -1.9992 -2.7892 3.2497
C -1.3875 -2.5270 4.5128
C -2.4294 -2.3569 5.5752
O -3.0701 -1.1069 5.4283
C -3.5908 -0.5895 6.6400
H -0.3447 -2.3566 2.0278
H -1.7063 -3.3402 1.3562
H -0.5376 -4.0286 2.5206
H -0.8510 -1.5861 4.3378
H -0.6933 -3.3454 4.7324
H -1.9112 -2.4383 6.5391
H -3.1914 -3.1431 5.5685
H -3.7120 0.4893 6.5662
H -2.8468 -0.7087 7.4379
H -4.5132 -1.1082 6.9052
C -0.3270 -1.1495 -5.6026
O 0.6883 -1.8642 -4.9220
C 1.1306 -3.0217 -5.6505
C 1.6720 -4.1172 -4.7402
O 2.6810 -3.6301 -3.8514
C 3.7743 -4.5010 -3.6720
H -0.5750 -0.3020 -4.9611
H -1.2675 -1.6984 -5.6934
H -0.0258 -0.7475 -6.5718
H 1.8966 -2.7753 -6.3911
H 0.2731 -3.5025 -6.1280
H 2.0395 -4.9149 -5.3866
H 0.8909 -4.4667 -4.0589
H 4.5561 -3.9785 -3.1254
H 4.2461 -4.9200 -4.5679
H 3.4770 -5.3913 -3.1050
C 2.0591 5.5937 -1.3013
O 1.0035 5.6031 -0.3755
C 0.4531 4.3225 -0.0971
C -0.3690 4.3784 1.1544
O -1.4804 5.2324 1.1533
C -2.3111 5.0512 0.0236
H 1.7240 5.2057 -2.2752
H 2.9521 5.0999 -0.9088
H 2.2394 6.6507 -1.5089
H 1.2631 3.5877 -0.0344
H -0.2194 4.0703 -0.9304
H 0.2684 4.7554 1.9603
H -0.5659 3.3530 1.4946
H -2.4082 3.9775 -0.1790
H -1.8603 5.5245 -0.8546
H -3.3204 5.4473 0.1042
C -0.4413 -3.1080 -1.6908
O 0.9358 -2.8466 -1.5880
C 1.4005 -2.9274 -0.2396
C 2.8373 -3.4348 -0.2915
O 3.6957 -2.5598 -1.0175
C 5.0661 -2.7837 -0.6937
H -1.0848 -2.3780 -1.1907
H -0.7002 -4.0943 -1.2801
H -0.7545 -3.1748 -2.7340
H 0.8365 -3.6756 0.3204
H 1.3031 -1.9276 0.1911
H 2.8483 -4.3948 -0.8326
H 3.2759 -3.7251 0.6690
H 5.6340 -2.0658 -1.2836
H 5.3478 -3.8106 -0.9397
H 5.2936 -2.6153 0.3595
```


C42H84Br4O18 | wB97M-V/def2-TZVPD

Total charge: 0
SMILES: CCOC(C)=O.CCOC(C)=O.CCOC(C)=O.CCOC(C)=O.CCOC(C)=O.CCOC(C)=O.CCOC(C)=O.CCOC(C)=O.CC(C)=O.CC(C)=O.BrCCBr.BrCCBr

Structure (XYZ):
```
148
C42H84Br4O18, DFT wB97M-V/def2-TZVPD
C -5.2559 4.0745 0.9876
C -3.9249 3.4245 1.2965
O -3.5577 3.2220 2.4263
C -3.1735 2.9063 0.1239
H -5.2479 5.0630 1.4453
H -6.0458 3.4188 1.3531
H -5.3669 4.1758 -0.0912
H -3.8097 2.2869 -0.5168
H -2.3442 2.2812 0.4570
H -2.8262 3.6836 -0.5507
C -6.0961 -0.4995 -0.6096
C -5.5672 -0.1819 0.7827
O -6.2926 0.3069 1.6241
C -4.1892 -0.6395 1.1757
H -6.5072 0.3924 -1.0929
H -6.8970 -1.2333 -0.5855
H -5.2507 -0.7382 -1.2580
H -3.6429 0.1287 1.7183
H -3.4767 -0.8963 0.3869
H -4.4107 -1.5430 1.7444
O 4.8586 -8.4974 -1.8585
C 3.9836 -7.8752 -1.3128
O 3.1260 -7.0247 -1.8601
C 3.2969 -6.6217 -3.2256
C 2.5456 -5.2996 -3.4780
C 3.7109 -7.9714 0.1698
H 2.8457 -7.3390 -3.9059
H 4.3503 -6.3893 -3.3560
H 1.5427 -5.4651 -3.8764
H 3.1214 -4.7361 -4.2085
H 2.3977 -4.7444 -2.5514
H 4.2060 -7.1910 0.7500
H 4.0502 -8.9019 0.6302
H 2.6491 -7.9812 0.4247
O -0.1726 1.9043 -3.8576
C -1.1370 1.9002 -3.1516
O -1.5125 2.8423 -2.3080
C -0.7592 4.0460 -2.1963
C -1.3550 5.1617 -3.0618
C -1.9996 0.6809 -3.0444
H 0.2682 3.9022 -2.5273
H -0.8236 4.4289 -1.1790
H -0.5652 5.9019 -3.2100
H -2.2749 5.6195 -2.7077
H -1.5359 4.8121 -4.0838
H -1.6342 -0.1624 -3.6151
H -2.9484 0.9779 -3.5214
H -2.3518 0.4144 -2.0489
O 1.6666 1.5302 0.1725
C 0.8189 0.6579 0.2481
O 0.6047 -0.3314 -0.5809
C 1.2112 -0.4032 -1.8999
C 2.3475 -1.4014 -1.8986
C -0.0269 0.5131 1.5229
H 1.4774 0.5828 -2.2704
H 0.4244 -0.8242 -2.5231
H 2.9670 -1.2298 -2.7824
H 1.9508 -2.4000 -2.0747
H 2.9301 -1.3399 -0.9832
H 0.5974 0.7337 2.3876
H -0.1994 -0.5661 1.5700
H -0.9400 1.0984 1.5694
O -2.3343 6.4532 0.4630
C -1.9288 6.5587 1.5945
O -0.8244 5.9944 2.0566
C 0.2818 5.6115 1.2326
C 0.2532 4.1115 1.0822
C -2.6965 7.2557 2.7023
H 1.2279 6.0013 1.5934
H 0.1199 6.0274 0.2309
H -0.7659 3.7939 0.8686
H 0.7677 3.6875 1.9422
H 0.7865 3.7704 0.1927
H -3.3707 7.9588 2.2187
H -1.9704 7.7200 3.3671
H -3.3076 6.6040 3.3256
O 5.6545 3.6043 2.5984
C 4.7915 4.4322 2.6779
O 4.9169 5.6034 3.3106
C 6.1148 5.8225 4.0421
C 6.3623 4.8667 5.2108
C 3.4324 4.2686 2.0698
H 6.1733 6.8560 4.3817
H 6.9447 5.7810 3.3277
H 6.1904 5.3749 6.1653
H 7.4083 4.5688 5.1954
H 5.7014 4.0080 5.3058
H 2.6529 4.6107 2.7473
H 3.3286 3.2175 1.8118
H 3.3316 4.8571 1.1564
O -1.1715 -2.5355 -3.8098
C -1.8467 -2.6977 -4.7910
O -2.8868 -3.5069 -4.9171
C -3.2959 -4.3425 -3.8144
C -4.6343 -3.7571 -3.3536
C -1.5543 -1.9785 -6.0772
H -2.6341 -4.1056 -2.9954
H -3.3603 -5.4017 -4.0408
H -5.2087 -4.4319 -2.7093
H -5.3556 -3.4943 -4.1265
H -4.3989 -2.9086 -2.7084
H -2.3119 -2.0297 -6.8587
H -0.7291 -2.5853 -6.4674
H -1.2899 -0.9284 -6.0018
O -2.8069 -2.0744 3.5487
C -3.0530 -1.8984 4.7022
O -2.4781 -0.9634 5.4749
C -1.5373 -0.1483 4.7654
C -2.2348 1.0490 4.1573
C -4.2073 -2.5633 5.4137
H -1.0192 -0.7484 4.0180
H -0.7792 0.1859 5.4705
H -3.1404 0.8797 3.5815
H -1.5640 1.7272 3.6258
H -2.5904 1.7374 4.9348
H -4.2378 -2.1683 6.4235
H -3.9280 -3.6186 5.4282
H -5.0929 -2.4078 4.8077
O 3.0813 -4.2976 0.1665
C 3.9652 -4.0530 0.9214
O 3.9167 -4.2195 2.2598
C 2.8117 -4.8544 2.8630
C 1.4836 -4.1638 2.6330
C 5.3157 -3.5221 0.5237
H 3.0309 -4.8591 3.9324
H 2.7064 -5.9026 2.5603
H 0.6153 -4.5039 3.1977
H 1.1460 -4.2768 1.5987
H 1.4991 -3.0711 2.6915
H 5.8346 -4.2597 -0.0921
H 5.9185 -3.4161 1.4206
H 5.1956 -2.6325 -0.0885
Br 4.0464 4.9806 -1.6086
C 3.1987 4.9158 -3.3868
C 2.8360 3.4732 -3.7667
Br 4.3843 2.3272 -3.7918
H 3.8345 5.3293 -4.1707
H 2.3304 5.5715 -3.4223
H 2.2703 3.3922 -4.6882
H 2.2043 3.1344 -2.9482
Br -1.6315 -3.6367 -0.4677
C -0.0278 -4.4410 -1.2633
C 0.0370 -5.9204 -0.9134
Br -1.5701 -6.9415 -1.4325
H 0.8210 -3.9324 -0.8125
H -0.0701 -4.2007 -2.3216
H 0.1903 -6.0118 0.1582
H 0.9013 -6.3577 -1.4074
```


Summary of frontier orbital gap in eV
8.091, 9.995
(order as listed above)
Summary of ΔE to the lowest compared entry with this formula, charge and spin in eV
0.000, 0.794
(order as listed above)
Summary of molar mass in g mol⁻¹
1073.4, 1196.7
(order as listed above)